[1]
The following is a quantum chemistry calculation of a molecular structure, C38H55As3N2O4P2Sn at a distorted geometry, from the Open Molecules 2025 dataset.

Output
- Energy relative to the best compared isomer or geometry (same formula, charge and spin): 0.0 kcal/mol
- Total charge: +2
- DFT total energy: -258383.290 eV
- LUMO energy: -4.5 eV
- Largest force on an atom: 1.81 eV Å⁻¹
- HOMO level: -12.22 eV

Last column: Mulliken charge in e.
Element x y z (Å)
Sn: -0.154 -1.146 -1.062  0.39
O: 1.229 -2.452 0.612  -0.86
P: 2.122 -2.195 1.830  1.80
C: 3.304 -0.825 1.667  -1.68
P: 2.920 0.384 0.326  1.01
O: 1.545 0.231 -0.309  0.40
C: 3.128 2.010 1.026  0.23
C: 1.972 2.806 1.224  -0.35
C: 2.048 4.108 1.718  -0.91
C: 3.298 4.652 2.039  -0.54
C: 4.447 3.858 1.944  -0.83
C: 4.366 2.563 1.419  -0.26
C: 4.253 0.080 -0.845  0.33
C: 5.105 1.069 -1.401  -0.59
C: 6.036 0.766 -2.395  -0.78
C: 6.138 -0.552 -2.864  -0.49
C: 5.286 -1.542 -2.360  -0.81
C: 4.351 -1.233 -1.359  -0.36
C: 1.175 -1.973 3.327  0.72
C: 0.336 -3.048 3.743  -0.97
C: -0.620 -2.868 4.770  -0.75
C: -0.667 -1.661 5.478  -0.52
C: 0.188 -0.618 5.115  -0.71
C: 1.090 -0.770 4.046  -0.36
C: 3.129 -3.625 2.137  0.00
C: 3.178 -4.640 1.161  -0.39
C: 3.918 -5.803 1.372  -0.72
C: 4.584 -6.012 2.586  -0.52
C: 4.555 -5.016 3.563  -0.70
C: 3.834 -3.832 3.343  -0.42
H: 4.298 -1.257 1.455  0.70
H: 3.363 -0.284 2.623  0.83
H: 0.999 2.408 0.968  0.49
H: 1.141 4.684 1.793  0.48
H: 3.368 5.673 2.379  0.44
H: 5.408 4.258 2.236  0.45
H: 5.280 1.987 1.328  0.55
H: 5.045 2.096 -1.028  0.49
H: 6.681 1.538 -2.802  0.45
H: 6.885 -0.802 -3.619  0.39
H: 5.324 -2.565 -2.726  0.45
H: 3.691 -2.024 -0.993  0.21
H: 0.420 -4.036 3.312  0.49
H: -1.315 -3.669 5.018  0.51
H: -1.324 -1.544 6.323  0.46
H: 0.142 0.314 5.664  0.51
H: 1.702 0.086 3.779  0.30
H: 2.600 -4.541 0.241  0.32
H: 3.960 -6.547 0.598  0.45
H: 5.086 -6.949 2.764  0.43
H: 5.042 -5.147 4.518  0.44
H: 3.804 -3.081 4.111  0.40
C: -4.576 -1.760 -0.774  -1.30
As: -3.166 -1.046 -2.028  0.91
C: -3.766 -2.115 -3.617  -1.26
C: -4.102 0.706 -2.258  -1.22
C: -3.598 1.788 -3.203  2.87
C: -3.454 1.219 -4.629  -1.78
C: -2.342 2.467 -2.724  -1.19
As: -0.624 1.453 -2.562  0.69
C: 0.023 1.449 -4.461  -1.31
C: 0.480 3.010 -2.026  -1.19
C: -4.678 2.852 -3.340  -2.11
As: -5.438 4.005 -1.823  0.39
C: -6.576 2.612 -0.944  -0.99
C: -4.075 4.089 -0.348  -0.67
H: -5.544 -1.508 -1.208  0.47
H: -4.459 -1.332 0.211  0.28
H: -4.467 -2.850 -0.753  0.40
H: -4.779 -1.822 -3.888  0.37
H: -3.757 -3.160 -3.316  0.46
H: -3.095 -1.959 -4.465  0.35
H: -4.133 1.095 -1.227  -0.26
H: -5.141 0.428 -2.543  0.77
H: -2.720 0.407 -4.652  0.00
H: -3.122 2.009 -5.315  0.44
H: -4.405 0.821 -4.994  0.44
H: -2.489 2.857 -1.717  -0.40
H: -2.080 3.314 -3.371  0.71
H: -0.288 2.386 -4.913  0.37
H: -0.444 0.612 -4.997  0.34
H: 1.106 1.344 -4.437  0.48
H: 0.390 3.791 -2.785  0.57
H: 1.506 2.651 -1.932  0.26
H: 0.125 3.392 -1.072  0.30
H: -5.632 2.414 -3.712  0.54
H: -4.389 3.635 -4.078  0.50
H: -7.164 2.135 -1.731  0.29
H: -7.226 3.130 -0.248  0.43
H: -5.946 1.914 -0.397  0.16
H: -3.185 4.635 -0.656  0.34
H: -3.830 3.084 0.026  -0.20
H: -4.612 4.605 0.464  0.42
C: -2.043 0.975 3.008  -0.49
O: -2.229 -0.444 2.807  -0.47
C: -1.836 -0.965 1.647  0.34
O: -1.269 -0.279 0.769  0.28
N: -2.056 -2.310 1.558  0.17
N: -1.494 -2.970 0.411  -0.50
H: -2.472 1.131 4.008  0.23
H: -2.594 1.556 2.270  0.20
H: -0.980 1.225 2.984  0.17
H: -2.218 -2.833 2.436  0.32
H: -2.173 -3.668 0.063  0.30
H: -0.656 -3.494 0.688  0.17

=====

[2]
The following is a quantum chemistry calculation of a molecular structure, C38H56N4O10 at a distorted geometry, from the Open Molecules 2025 dataset.

Output
- DFT total energy: -66725.871 eV
- LUMO energy: 0.2 eV
- Largest force on an atom: 11.41 eV Å⁻¹
- HOMO level: -6.74 eV

Last column: Mulliken charge in e.
Element x y z (Å)
O: -1.764 -15.932 6.930  -0.69
C: -1.464 -15.511 5.810  0.28
O: -2.395 -15.345 4.855  -0.42
C: -1.950 -14.713 3.725  1.50
C: -0.538 -14.310 4.187  -1.72
C: -0.176 -15.297 5.242  -0.49
H: -2.568 -13.832 3.549  -0.64
H: -1.917 -15.180 2.741  -0.34
H: -0.494 -13.302 4.599  0.26
H: 0.057 -14.394 3.278  0.64
H: 0.603 -14.889 5.885  0.48
H: 0.156 -16.156 4.659  0.35
O: -3.882 -14.989 2.908  -0.51
C: -3.674 -16.179 2.797  0.69
O: -3.846 -16.960 3.862  -0.34
C: -3.791 -18.294 3.519  -0.59
C: -3.082 -18.439 2.116  -0.93
C: -2.896 -16.943 1.678  0.67
H: -4.808 -18.687 3.519  0.24
H: -3.212 -18.780 4.306  0.39
H: -3.691 -18.752 1.268  0.39
H: -2.182 -19.035 2.265  0.23
H: -3.309 -16.569 0.741  -0.26
H: -1.845 -16.672 1.783  0.28
O: -3.752 -6.546 -1.930  -0.66
C: -4.036 -7.759 -2.078  -0.26
O: -4.012 -8.189 -3.416  -0.41
C: -4.248 -9.588 -3.456  -0.19
C: -5.023 -9.912 -2.171  -0.54
C: -4.607 -8.876 -1.160  -0.44
H: -3.220 -9.948 -3.508  0.01
H: -4.706 -9.727 -4.435  0.25
H: -5.038 -10.919 -1.755  0.42
H: -6.051 -9.613 -2.376  0.46
H: -3.864 -9.285 -0.475  0.90
H: -5.371 -8.508 -0.475  1.49
O: -3.306 -13.076 4.977  -0.30
C: -2.768 -12.240 5.706  0.14
O: -3.517 -11.231 6.188  0.07
C: -2.870 -10.637 7.364  -0.66
C: -1.431 -11.286 7.408  -1.13
C: -1.313 -12.236 6.156  -0.14
H: -3.365 -11.042 8.246  0.61
H: -2.875 -9.555 7.232  0.33
H: -1.255 -11.738 8.384  0.31
H: -0.656 -10.539 7.237  0.28
H: -0.880 -13.236 6.186  1.04
H: -0.713 -11.707 5.416  -0.67
N: -3.231 -12.663 2.598  0.88
C: -3.148 -13.590 1.601  -0.34
C: -3.791 -12.897 0.531  -2.10
C: -3.833 -11.479 0.790  0.82
C: -3.549 -11.415 2.122  0.48
H: -2.808 -12.782 3.508  0.15
H: -2.713 -14.565 1.760  -0.78
H: -4.005 -13.307 -0.444  1.55
H: -3.925 -10.722 0.026  -1.82
H: -3.394 -10.506 2.685  -0.12
N: -2.099 -17.242 -1.410  0.08
C: -3.318 -16.616 -1.245  -1.49
C: -3.005 -15.560 -0.394  0.33
C: -1.623 -15.467 -0.210  -0.05
C: -1.104 -16.622 -0.792  -1.55
H: -2.011 -18.099 -1.938  0.24
H: -4.291 -16.969 -1.555  0.36
H: -3.601 -14.702 -0.120  1.05
H: -1.031 -14.684 0.242  0.60
H: -0.083 -16.974 -0.821  0.43
N: -5.129 -11.492 4.796  0.73
C: -5.784 -11.200 3.611  -1.17
C: -6.955 -10.516 3.755  -0.64
C: -7.107 -10.489 5.173  -1.43
C: -6.071 -11.096 5.778  -0.67
H: -4.353 -12.133 4.881  0.58
H: -5.281 -11.594 2.741  1.16
H: -7.695 -10.350 2.987  0.74
H: -8.017 -10.084 5.590  0.42
H: -5.802 -11.220 6.816  0.54
N: -1.612 -8.206 5.436  0.15
C: -0.393 -8.850 5.312  -1.25
C: -0.716 -9.952 4.606  -0.47
C: -2.036 -10.011 4.163  2.73
C: -2.614 -8.916 4.837  -2.41
H: -1.683 -7.301 5.881  0.24
H: 0.521 -8.475 5.749  0.41
H: 0.043 -10.679 4.358  0.60
H: -2.597 -10.767 3.634  -0.09
H: -3.617 -8.516 4.835  0.62
C: -1.079 -10.603 -1.813  -1.41
C: -2.239 -11.648 -1.762  0.36
O: -3.330 -11.369 -2.197  -0.62
C: -2.014 -12.958 -1.131  -0.63
H: -1.414 -9.918 -2.593  0.38
H: -0.200 -11.182 -2.094  0.43
H: -1.116 -10.280 -0.772  0.26
H: -1.898 -12.880 -0.050  0.22
H: -1.049 -13.327 -1.478  0.67
H: -2.704 -13.725 -1.485  0.40
C: -4.112 -7.484 1.498  -1.16
C: -4.414 -8.806 2.179  0.96
O: -3.639 -9.364 3.019  -0.11
C: -5.758 -9.505 1.771  -1.19
H: -3.140 -7.011 1.640  0.27
H: -4.876 -6.789 1.846  0.49
H: -4.374 -7.536 0.441  0.11
H: -5.964 -9.326 0.715  -0.22
H: -6.515 -9.008 2.377  1.07
H: -5.803 -10.580 1.949  -0.10